Record 1
{"formula": "C26H32AgF6N2O3PS2", "method": "the ωB97M-V functional and the def2-TZVPD basis", "s2": 0.75, "homo_energy_ev": [-11.91, -11.91], "spin_multiplicity": 2, "total_energy_ev": -87865.3596, "relative_energy_kcal_mol": 27.0, "gap_ev": [8.9, 4.9], "charge": 1, "e_lumo_ev": [-2.98, -7.02], "symbols": ["Ag", "O", "S", "C", "C", "C", "C", "S", "O", "C", "C", "C", "C", "C", "C", "C", "C", "C", "C", "C", "C", "H", "H", "H", "H", "H", "H", "H", "H", "H", "H", "H", "H", "H", "H", "H", "H", "H", "H", "C", "C", "N", "C", "C", "C", "O", "C", "C", "C", "C", "N", "C", "H", "H", "H", "H", "H", "H", "H", "H", "H", "H", "H", "H", "H", "H", "F", "P", "F", "F", "F", "F", "F"], "coordinates": [[-0.15552, 1.23467, 1.69390], [-0.88822, -0.61573, 0.51350], [-1.42402, -1.77183, -0.25870], [-3.21872, -1.42033, -0.59770], [-3.51012, -0.10693, -1.30250], [-3.36912, 1.09877, -0.36700], [-3.16452, 2.39317, -1.13410], [-2.12572, 3.59697, -0.18010], [-0.92592, 2.79827, 0.24700], [-3.20652, 3.72547, 1.27110], [-4.35102, 4.50727, 1.21180], [-5.17152, 4.57847, 2.32660], [-4.84502, 3.88217, 3.48130], [-3.68822, 3.12097, 3.53820], [-2.86172, 3.05627, 2.42970], [-0.82012, -1.49263, -1.95810], [-0.98822, -2.47713, -2.92010], [-0.47212, -2.27923, -4.19050], [0.20568, -1.10653, -4.48810], [0.37218, -0.12733, -3.52110], [-0.13972, -0.32153, -2.24880], [-3.70332, -1.45783, 0.37590], [-3.55102, -2.26653, -1.19520], [-4.52222, -0.13663, -1.71340], [-2.81952, 0.00747, -2.14030], [-2.49012, 0.93447, 0.26700], [-4.23472, 1.16827, 0.29320], [-4.08942, 2.90957, -1.37520], [-2.60262, 2.21727, -2.05270], [-4.59922, 5.05297, 0.31380], [-6.05932, 5.19137, 2.30050], [-5.48912, 3.94427, 4.34390], [-3.41732, 2.58747, 4.43660], [-1.93162, 2.48697, 2.47030], [-1.52482, -3.38333, -2.68240], [-0.60032, -3.03713, -4.94850], [0.60558, -0.95433, -5.47750], [0.89398, 0.78707, -3.75880], [-0.02882, 0.42927, -1.47590], [1.89608, -3.62053, -0.13050], [2.57138, -2.76953, -1.20520], [3.94618, -2.46923, -0.87270], [4.92068, -3.55153, -0.99340], [5.46358, -4.00853, 0.35390], [4.41938, -1.26243, -0.53590], [5.59098, -1.03443, -0.30590], [3.46918, -0.08053, -0.49820], [3.77108, 1.00927, -1.31070], [3.03358, 2.17537, -1.20100], [2.00998, 2.21877, -0.26820], [1.72368, 1.17587, 0.50000], [2.43558, 0.05767, 0.42480], [0.86258, -3.80353, -0.41110], [1.91418, -3.12503, 0.83700], [2.39988, -4.57853, -0.03310], [2.02078, -1.83763, -1.35490], [2.57018, -3.31993, -2.15340], [5.75558, -3.19273, -1.60200], [4.43838, -4.37683, -1.51650], [5.97908, -3.18443, 0.83770], [6.17498, -4.81493, 0.19680], [4.66598, -4.35923, 1.00270], [4.58658, 0.94637, -2.01410], [3.25668, 3.03967, -1.80690], [1.39848, 3.10377, -0.13940], [2.18158, -0.73683, 1.11400], [0.78498, -0.32883, 3.24410], [0.22608, 0.50297, 4.59440], [-0.38602, 1.42177, 5.72900], [0.74328, 1.87617, 3.79180], [-1.21692, 0.66577, 3.72180], [1.64108, 0.35137, 5.27540], [-0.33642, -0.84383, 5.20190]], "atomic_forces_ev_per_a": [[1.0, -0.2, -0.6], [0.3, 0.3, 0.4], [-0.7, 0.0, -1.2], [0.5, 0.0, 0.0], [0.2, 0.2, 0.1], [0.2, -0.1, 0.2], [0.4, 0.3, 0.4], [-1.5, -0.2, 0.0], [1.0, -0.4, 0.3], [0.3, 0.0, -0.2], [0.1, -0.1, -0.1], [0.0, 0.0, -0.1], [0.0, 0.0, 0.0], [0.0, 0.0, 0.0], [0.4, -0.2, -0.2], [0.0, -0.2, 0.4], [-0.1, 0.0, 0.2], [0.0, 0.0, 0.0], [0.0, 0.0, 0.0], [-0.1, -0.1, 0.0], [-0.1, 0.1, 0.3], [0.0, -0.2, 0.1], [0.0, -0.2, 0.0], [0.1, -0.1, -0.1], [-0.1, 0.0, -0.1], [-0.3, 0.0, -0.1], [0.0, 0.0, 0.0], [-0.1, 0.1, -0.1], [0.0, 0.1, 0.0], [0.0, 0.1, -0.1], [-0.1, 0.0, 0.0], [-0.1, 0.0, 0.1], [0.0, 0.0, 0.1], [-0.5, 0.3, 0.2], [0.0, -0.2, 0.0], [0.0, -0.1, 0.0], [0.1, 0.0, -0.1], [0.1, 0.1, 0.0], [0.0, 0.0, 0.0], [0.1, 0.2, -0.3], [-0.3, -0.2, 0.1], [0.0, -0.1, -0.1], [0.4, -0.1, 0.2], [0.0, 0.1, -0.2], [-0.2, 0.2, 0.0], [0.2, 0.2, 0.0], [0.0, 0.3, 0.3], [-0.2, 0.0, 0.1], [0.0, -0.2, 0.3], [-0.2, 0.6, -0.2], [-0.6, 0.3, 0.2], [0.2, -0.6, -0.1], [-0.2, -0.1, 0.0], [0.0, 0.1, 0.1], [0.0, -0.1, 0.1], [0.1, -0.1, -0.1], [-0.1, 0.2, 0.0], [-0.1, 0.0, 0.0], [0.0, 0.1, 0.0], [0.0, 0.0, 0.1], [0.1, -0.1, 0.1], [-0.1, -0.1, 0.1], [0.1, -0.1, 0.0], [-0.1, 0.1, 0.0], [0.0, -0.1, 0.0], [-0.1, 0.0, 0.0], [-0.1, 0.1, 0.0], [0.1, -0.1, 0.4], [0.2, -0.3, -0.1], [-0.1, -0.1, 0.0], [0.1, 0.2, -0.2], [-0.3, 0.1, -0.1], [0.1, 0.3, -0.1]]}

---

Record 2
{"formula": "C26H32B2N8O2W", "method": "the ωB97M-V functional and the def2-TZVPD basis", "s2": 3.78, "homo_energy_ev": [-16.27, -16.27], "spin_multiplicity": 4, "total_energy_ev": -46651.4765, "gap_ev": [6.0, 4.5], "charge": 3, "e_lumo_ev": [-10.22, -11.79], "symbols": ["W", "C", "C", "C", "C", "N", "N", "B", "N", "C", "C", "C", "C", "N", "N", "C", "C", "C", "C", "N", "N", "C", "C", "C", "C", "N", "H", "H", "H", "H", "H", "H", "H", "H", "H", "H", "H", "H", "H", "H", "H", "H", "H", "H", "H", "H", "C", "C", "C", "C", "C", "C", "C", "C", "O", "B", "O", "C", "C", "H", "H", "H", "H", "H", "H", "H", "H", "H", "H", "H", "H"], "coordinates": [[-0.07821, -0.03977, 0.07844], [-2.61927, 0.41178, -2.38834], [-1.30326, 1.07999, -2.60233], [-0.79250, 1.83465, -3.64401], [0.50549, 2.16756, -3.27805], [0.78362, 1.65994, -2.07365], [-0.33410, 0.97807, -1.65451], [2.03602, 1.66347, -1.14184], [2.49212, 0.15022, -0.99938], [3.64095, -0.43167, -1.34854], [3.58345, -1.79431, -1.06141], [2.33692, -2.02405, -0.51192], [1.67188, -3.24930, 0.01788], [1.67716, -0.83463, -0.48751], [1.57097, 2.18688, 0.28153], [2.02145, 3.22387, 0.98825], [1.35867, 3.28150, 2.21340], [0.47785, 2.21637, 2.23070], [-0.49414, 1.70435, 3.23975], [0.61377, 1.56264, 1.04354], [3.19543, 2.49419, -1.56447], [3.43020, 3.45085, -2.51574], [4.69434, 3.91853, -2.32766], [5.20633, 3.19839, -1.21169], [6.53207, 3.31661, -0.55320], [4.29059, 2.35623, -0.76079], [-3.28527, 0.58691, -3.22904], [-2.48237, -0.66583, -2.28560], [-3.10166, 0.80329, -1.49035], [-1.28917, 2.11798, -4.55648], [1.22790, 2.72440, -3.84910], [4.45666, 0.13163, -1.76887], [4.36304, -2.51565, -1.23913], [2.31499, -4.11775, -0.09648], [1.45687, -3.13171, 1.08262], [0.74242, -3.44300, -0.52222], [2.79451, 3.87552, 0.61316], [1.51137, 4.01664, 2.98537], [-0.50614, 2.33354, 4.12554], [-1.50248, 1.68916, 2.82152], [-0.21860, 0.69375, 3.54812], [2.69422, 3.76347, -3.23573], [5.20944, 4.66739, -2.90513], [7.18275, 4.00708, -1.08083], [6.41184, 3.66178, 0.47490], [7.01613, 2.34200, -0.48492], [-4.81323, -3.98308, 5.71654], [-5.34726, -4.36432, 4.34240], [-5.28702, -5.91619, 4.17497], [-6.85460, -3.96383, 4.24405], [-4.61347, -3.73356, 3.21631], [-5.03528, -4.02721, 1.86617], [-4.42813, -3.50057, 0.75400], [-3.36009, -2.64818, 0.99767], [-2.57772, -1.98356, 0.12812], [-1.63842, -1.25767, 0.88748], [-1.87177, -1.48578, 2.24016], [-2.92783, -2.34335, 2.32364], [-3.52418, -2.86194, 3.43184], [-5.39831, -4.48168, 6.48584], [-4.88343, -2.90809, 5.89810], [-3.77241, -4.28746, 5.84905], [-5.81922, -6.36485, 5.01087], [-4.24972, -6.25479, 4.19275], [-5.75027, -6.26233, 3.25220], [-7.37802, -4.42242, 5.08011], [-7.32447, -4.30226, 3.32176], [-6.95932, -2.87971, 4.31192], [-5.87141, -4.69538, 1.71531], [-4.76590, -3.73955, -0.24489], [-3.17151, -2.61336, 4.42220]], "atomic_forces_ev_per_a": [[2.4, 2.0, -1.3], [0.1, 0.1, -0.1], [0.1, 0.1, -0.2], [-0.2, -0.1, 0.1], [0.0, -0.1, 0.0], [0.0, 0.1, -0.2], [-0.5, -0.5, 0.4], [0.7, 0.4, -0.1], [0.2, 0.0, -0.1], [-0.1, -0.1, 0.1], [-0.2, -0.2, 0.1], [0.2, 0.0, -0.1], [0.1, 0.1, -0.1], [-0.8, -0.2, 0.4], [0.1, 0.1, 0.0], [0.0, 0.0, 0.0], [-0.3, -0.2, 0.1], [0.2, 0.2, 0.1], [0.1, 0.1, 0.0], [-0.6, -0.7, 0.2], [-0.5, -0.2, -0.2], [0.0, 0.1, 0.0], [0.2, -0.1, 0.1], [-0.5, 0.0, -0.2], [0.1, -0.1, 0.3], [0.4, -0.1, 0.2], [0.0, 0.0, 0.0], [-0.1, 0.0, 0.0], [0.0, 0.0, 0.0], [0.0, 0.0, 0.0], [0.0, 0.0, 0.1], [-0.1, 0.2, 0.0], [0.0, 0.0, 0.0], [0.0, 0.0, 0.0], [0.0, 0.0, 0.0], [0.0, -0.1, 0.0], [0.0, -0.1, -0.1], [0.0, 0.0, 0.0], [0.0, 0.0, 0.0], [0.0, 0.0, 0.1], [0.0, 0.0, 0.0], [0.1, 0.0, 0.0], [0.0, 0.0, 0.0], [0.0, 0.0, 0.0], [0.0, 0.1, -0.1], [0.0, 0.0, -0.1], [0.2, 0.1, 0.0], [-0.5, -0.4, 0.1], [0.4, 0.2, -0.2], [0.2, 0.3, -0.1], [-0.1, -0.1, 0.3], [0.0, 0.0, -0.5], [-0.1, -0.1, -0.1], [0.0, 0.0, 0.3], [-0.1, -0.1, -0.2], [-1.2, -0.9, 0.6], [0.2, 0.1, 0.0], [-0.3, -0.2, 0.1], [0.4, 0.3, -0.1], [0.0, 0.0, 0.0], [-0.1, 0.0, 0.0], [0.0, 0.0, 0.0], [0.0, 0.0, 0.0], [-0.1, -0.1, 0.0], [0.0, 0.0, 0.0], [0.0, 0.0, 0.0], [0.0, 0.0, 0.0], [-0.1, 0.0, 0.0], [0.0, 0.0, 0.1], [0.0, 0.0, 0.0], [-0.1, 0.0, 0.0]]}

---

Which value of charge does entry 1 give? +1

---

Among the records above, which one has the highest charge? C26H32B2N8O2W

---

Number 2 is which compound? C26H32B2N8O2W